#A
C2H2O3S as an isolated structure, computed with ωB97M-V with the def2-TZVPD basis set.

Summary:
Net charge = 0
E_HOMO = -9.678 eV
Kohn-Sham gap = 9.3 eV

Element x y z (Å)
S1 2.478 -0.058 0.122
O1 0.411 0.802 0.573
O2 2.110 -1.386 0.520
O3 2.621 0.183 -1.295
C1 -0.622 0.492 0.177
C2 -2.092 0.276 0.008
H1 -2.778 0.376 -0.698
H2 -2.127 -0.685 0.593


#B
C2H2O3S as an isolated structure, computed with ωB97M-V with the def2-TZVPD basis set.

Summary:
Net charge = 0
E_HOMO = -10.530 eV
Kohn-Sham gap = 9.3 eV

Element x y z (Å)
S1 0.060 -2.025 -0.319
O1 -0.927 0.402 0.697
O2 0.139 -2.054 1.103
O3 1.174 -1.396 -0.996
C1 -0.135 1.302 0.002
C2 -0.907 0.137 -0.588
H1 -0.349 2.413 -0.122
H2 0.944 1.222 0.224


The structure with the most favorable energy is #A; the runner-up is 1.524 eV above it.


#A
A 2-piece molecular cluster, C2H2O3S overall, computed with ωB97M-V with the def2-TZVPD basis set.

Summary:
Net charge = 0
E_HOMO = -9.756 eV
Kohn-Sham gap = 8.8 eV

Element x y z (Å)
S1 2.323 0.104 -0.022
O1 2.169 0.560 -1.376
O2 0.322 -1.359 0.310
O3 1.785 0.996 0.990
C1 -0.640 -0.737 0.274
C2 -1.723 -0.051 0.031
H1 -1.674 0.959 0.112
H2 -2.562 -0.471 -0.320


#B
One molecule with the formula C2H2O3S, computed with ωB97M-V with the def2-TZVPD basis set.

Summary:
Net charge = 0
E_HOMO = -9.504 eV
Kohn-Sham gap = 9.4 eV

Element x y z (Å)
S1 1.971 -0.006 0.349
O1 2.784 0.026 -0.810
O2 0.621 1.056 0.182
O3 0.619 -1.071 0.156
C1 -0.247 -0.008 0.107
C2 -1.558 -0.003 0.031
H1 -2.103 -0.924 -0.022
H2 -2.087 0.929 0.007


The structure with the most favorable energy is #A; the runner-up is 0.100 eV above it.


#A
One molecule with the formula C2H3F3N2O, computed with ωB97M-V with the def2-TZVPD basis set.

Summary:
Net charge = 0
SMILES = [H]/N=C(\ON)C(F)(F)F
E_HOMO = -10.489 eV
Kohn-Sham gap = 11.2 eV

Element x y z (Å)
F1 -1.833 -1.398 0.080
F2 -2.315 0.408 1.103
F3 -2.323 0.382 -1.031
O1 0.518 -0.688 -0.472
N1 1.970 -0.467 -0.210
N2 0.108 1.388 0.604
C1 -1.731 -0.078 0.087
C2 -0.236 0.328 0.147
H1 1.117 1.756 0.787
H2 2.452 -0.309 -1.227
H3 2.274 -1.322 0.132


#B
One molecule with the formula C2H3F3N2O, computed with ωB97M-V with the def2-TZVPD basis set.

Summary:
Net charge = 0
SMILES = NN(C=O)C(F)(F)F
E_HOMO = -9.913 eV
Kohn-Sham gap = 10.7 eV

Element x y z (Å)
F1 -1.551 1.471 -0.717
F2 0.490 1.562 -1.333
F3 -0.149 2.204 0.662
O1 0.208 -1.980 1.303
N1 0.045 -0.945 -1.050
N2 0.023 -0.081 0.082
C1 0.120 -0.776 1.331
C2 -0.302 1.260 -0.325
H1 0.999 -0.787 -1.590
H2 0.062 -1.879 -0.636
H3 0.054 -0.049 2.275


The structure with the most favorable energy is #B; the runner-up is 1.437 eV above it.


#A
One molecule with the formula C2H4O3S, computed with ωB97M-V with the def2-TZVPD basis set.

Summary:
Net charge = 0
E_HOMO (spin up / spin down) = -6.629 / -6.628 eV
Kohn-Sham gap (spin up / spin down) = 6.9 / 6.9 eV

Element x y z (Å)
S1 2.554 0.088 0.100
O1 1.220 -0.983 0.086
O2 -1.095 -0.686 0.004
O3 2.182 1.490 0.181
C1 -1.145 0.730 -0.047
C2 -0.043 -1.380 0.088
H1 -0.094 -2.450 0.076
H2 -0.772 1.374 0.698
H3 -2.217 0.892 -0.257
H4 -0.589 0.925 -0.928


#B
One molecule with the formula C2H4O3S, computed with ωB97M-V with the def2-TZVPD basis set.

Summary:
Net charge = 0
SMILES = O[C@@]1(S)COO1
E_HOMO = -9.442 eV
Kohn-Sham gap = 9.9 eV

Element x y z (Å)
S1 0.903 1.638 -0.782
O1 -1.495 0.246 -0.626
O2 -0.830 -0.972 -1.053
O3 -0.353 1.074 1.310
C1 -0.116 0.548 0.184
C2 0.208 -0.999 -0.049
H1 -0.130 -1.557 0.901
H2 1.862 0.758 -1.066
H3 1.126 -1.283 -0.437
H4 -1.175 0.547 1.618


The structure with the most favorable energy is #A; the runner-up is 0.859 eV above it.


#A
A 2-piece molecular cluster, C5H13N2 overall, computed with ωB97M-V with the def2-TZVPD basis set.

Summary:
Net charge = +1
E_HOMO = -13.711 eV
Kohn-Sham gap = 10.7 eV

Element x y z (Å)
N1 -0.870 0.971 0.442
N2 -1.022 -1.672 0.527
C1 0.175 1.380 -0.499
C2 -1.089 -2.368 1.598
C3 1.309 1.976 -0.127
C4 -0.841 -2.418 -0.731
C5 2.411 2.284 -1.106
H1 1.466 2.226 0.934
H2 -1.822 -2.506 -1.240
H3 -1.249 -1.870 2.573
H4 3.355 1.847 -0.774
H5 2.143 1.913 -2.102
H6 -0.074 1.088 -1.546
H7 -0.637 1.320 1.375
H8 -0.461 -3.423 -0.551
H9 -0.995 -3.478 1.594
H10 -0.125 -1.855 -1.397
H11 2.589 3.373 -1.151
H12 -0.959 -0.193 0.506
H13 -1.782 1.344 0.185


#B
An isolated ion of composition C5H13N2 and charge +1, computed with ωB97M-V with the def2-TZVPD basis set.

Summary:
Net charge = +1
SMILES = NC[C@H]1CCC[NH2+]1
E_HOMO = -14.215 eV
Kohn-Sham gap = 11.2 eV

Element x y z (Å)
N1 -0.807 -0.463 0.670
N2 -1.244 1.207 -1.500
C1 -0.710 -0.125 -1.751
C2 0.104 -0.594 1.858
C3 0.096 -0.575 -0.532
C4 1.340 0.175 1.444
C5 1.288 0.252 -0.098
H1 0.369 -1.627 -0.635
H2 -0.399 -0.306 2.776
H3 2.207 -0.265 1.936
H4 -2.137 1.316 -1.966
H5 -0.647 1.936 -1.869
H6 -1.218 0.484 0.594
H7 2.221 -0.068 -0.567
H8 -0.089 -0.207 -2.647
H9 0.265 -1.667 1.953
H10 -1.532 -0.829 -1.855
H11 -1.589 -1.118 0.698
H12 1.320 1.179 1.861
H13 1.162 1.295 -0.369


#C
An isolated ion of composition C5H13N2 and charge +1, computed with ωB97M-V with the def2-TZVPD basis set.

Summary:
Net charge = +1
SMILES = C/C(=C/[NH3+])CCN
E_HOMO = -12.679 eV
Kohn-Sham gap = 8.7 eV

Element x y z (Å)
N1 0.735 1.800 0.058
N2 -1.667 0.762 0.554
C1 -1.371 -0.690 0.381
C2 -0.031 -0.906 0.206
C3 0.997 1.065 -1.197
C4 0.563 -2.039 0.987
C5 0.741 -0.447 -1.034
H1 -1.665 1.062 1.525
H2 -0.758 1.307 0.190
H3 1.071 -2.851 0.448
H4 -2.211 -1.347 0.240
H5 1.440 1.695 0.773
H6 0.271 1.558 -1.841
H7 1.322 -1.566 1.620
H8 0.722 2.806 -0.097
H9 -2.548 1.017 0.119
H10 1.635 -1.046 -1.200
H11 -0.146 -2.511 1.673
H12 0.040 -0.681 -1.832
H13 1.963 1.213 -1.637


The structure with the most favorable energy is #B; the runner-up is 1.508 eV above it.


#A
C5H13N2 as an isolated structure, computed with ωB97M-V with the def2-TZVPD basis set.

Summary:
Net charge = +1
E_HOMO = -13.472 eV
Kohn-Sham gap = 10.0 eV

Element x y z (Å)
N1 -1.005 -1.024 0.643
N2 1.121 -1.181 -0.391
C1 -1.580 0.942 -0.607
C2 -0.715 0.401 0.414
C3 -0.122 -1.851 -0.324
C4 1.052 0.211 -0.353
C5 2.077 0.978 0.460
H1 -2.519 1.178 -0.301
H2 2.880 1.425 -0.139
H3 -0.583 -1.732 -1.243
H4 -0.603 -1.501 1.563
H5 -1.591 0.093 -1.447
H6 -0.044 -2.888 0.122
H7 1.873 -1.571 0.292
H8 -0.557 0.972 1.255
H9 2.439 0.173 1.064
H10 1.438 1.687 1.089
H11 0.853 0.575 -1.400
H12 -1.111 1.883 -0.972
H13 -1.957 -1.299 0.520


#B
A 2-piece molecular cluster, C5H13N2 overall, computed with ωB97M-V with the def2-TZVPD basis set.

Summary:
Net charge = +1
E_HOMO = -13.831 eV
Kohn-Sham gap = 8.9 eV

Element x y z (Å)
N1 0.333 1.548 1.298
N2 0.042 -0.484 -1.743
C1 0.385 0.016 -0.585
C2 1.718 -0.478 -0.011
C3 0.050 1.412 -0.111
C4 -1.017 -1.104 0.656
C5 -2.120 -1.219 -0.067
H1 -0.659 -0.445 1.307
H2 -0.484 -2.015 0.708
H3 2.383 -0.542 -0.883
H4 0.790 2.051 -0.652
H5 2.261 0.172 0.753
H6 -0.425 2.051 1.808
H7 -0.742 -0.440 -2.355
H8 -0.890 1.741 -0.628
H9 -2.594 -2.117 -0.264
H10 0.704 -1.080 -2.147
H11 1.542 -1.485 0.460
H12 1.235 2.005 1.453
H13 -2.716 -0.256 -0.348


#C
An isolated ion of composition C5H13N2 and charge +1, computed with ωB97M-V with the def2-TZVPD basis set.

Summary:
Net charge = +1
SMILES = C[C@H](N)C/C=C/[NH3+]
E_HOMO = -12.969 eV
Kohn-Sham gap = 8.9 eV

Element x y z (Å)
N1 -1.408 -0.711 -2.353
N2 0.489 1.866 2.800
C1 -0.598 -0.901 -1.092
C2 0.957 0.623 0.500
C3 0.190 0.981 1.545
C4 0.273 -2.150 -0.861
C5 0.246 0.418 -0.830
H1 -0.349 2.217 3.233
H2 1.243 2.615 2.631
H3 -0.367 -3.030 -0.659
H4 -1.358 -0.733 -0.145
H5 0.831 -2.677 -1.744
H6 2.065 0.540 0.580
H7 -2.249 -1.249 -2.215
H8 0.648 1.322 3.609
H9 -0.963 -1.285 -3.070
H10 -0.573 1.145 -0.757
H11 -0.822 0.958 1.474
H12 0.971 -2.343 0.018
H13 0.949 0.605 -1.651


#D
An isolated ion of composition C5H13N2 and charge +1, computed with ωB97M-V with the def2-TZVPD basis set.

Summary:
Net charge = +1
SMILES = CN/C=C/CC[NH3+]
E_HOMO = -11.488 eV
Kohn-Sham gap = 8.1 eV

Element x y z (Å)
N1 -1.800 -1.734 -1.336
N2 1.877 1.368 -0.266
C1 -1.725 -1.661 0.160
C2 0.748 0.972 0.376
C3 -1.434 -0.242 0.654
C4 2.980 1.889 0.602
C5 -0.334 0.351 -0.188
H1 -2.617 -2.173 0.526
H2 2.512 2.475 1.387
H3 -0.907 -1.509 -1.790
H4 -0.845 -2.213 0.478
H5 3.530 2.583 -0.032
H6 -1.930 -2.742 -1.476
H7 -1.118 -0.369 1.697
H8 -2.241 0.499 0.692
H9 0.624 1.267 1.429
H10 -0.678 0.790 -1.122
H11 2.237 0.616 -0.839
H12 -2.558 -1.270 -1.832
H13 3.680 1.105 0.879


The structure with the most favorable energy is #D; the runner-up is 0.628 eV above it.